Here is a molecular structure, C49H48BMoN16O2S4 from the Open Molecules 2025 dataset. Energies are from ωB97M-V/def2-TZVPD.

The spin multiplicity is 4. Its gap between HOMO and LUMO (alpha / beta) is 6.6501 / 6.3778 eV. Its charge is 0. As for the energy above the lowest of the compared OMol25 structures with the same formula, charge and spin: 6.9 kcal per mole.

The geometry in XYZ format:
```
121
Properties=species:S:1:pos:R:3:mulliken_spin:R:1
Mo 0.084 -1.797 0.070 2.689
C 0.264 -5.139 1.579 -0.019
C -0.888 -4.258 1.923 0.028
C -1.932 -4.594 2.791 0.024
C -2.759 -3.499 2.804 0.003
N -2.231 -2.564 1.999 -0.004
N -1.082 -3.025 1.448 -0.013
B -2.886 -1.294 1.453 -0.039
N -3.177 -1.544 -0.046 -0.030
C -4.316 -1.811 -0.712 0.005
C -4.006 -2.076 -2.022 0.007
C -2.610 -1.992 -2.083 -0.024
C -1.750 -2.228 -3.275 0.009
N -2.119 -1.694 -0.886 0.020
N -1.931 -0.059 1.556 0.045
C -2.321 1.160 1.953 0.040
C -1.365 2.071 1.575 -0.010
C -0.379 1.322 0.928 0.042
C 0.864 1.885 0.328 0.000
N -0.725 0.025 0.932 -0.040
N -4.121 -0.924 2.259 -0.001
C -5.255 -0.273 1.902 0.000
C -5.925 0.074 3.047 0.000
C -5.106 -0.397 4.095 0.000
C -5.324 -0.284 5.569 0.000
N -4.024 -0.980 3.613 0.000
H 0.973 -5.187 2.408 0.000
H -0.103 -6.150 1.398 -0.002
H 0.792 -4.803 0.692 0.007
H -2.060 -5.523 3.319 0.000
H -3.672 -3.309 3.338 0.001
H -5.269 -1.821 -0.215 0.001
H -4.682 -2.328 -2.820 -0.004
H -1.814 -3.273 -3.579 -0.001
H -2.081 -1.606 -4.110 0.001
H -0.704 -2.012 -3.058 -0.012
H -3.250 1.300 2.476 0.004
H -1.362 3.134 1.745 0.001
H 1.408 2.467 1.072 0.005
H 1.514 1.111 -0.054 -0.019
H 0.606 2.559 -0.493 0.004
H -5.493 -0.061 0.875 0.000
H -6.867 0.590 3.123 0.000
H -6.386 -0.200 5.798 0.000
H -4.922 -1.156 6.080 0.000
H -4.823 0.598 5.970 0.000
C 3.243 0.475 -4.362 -0.002
N 2.818 -0.191 -3.145 0.002
C 1.588 -0.326 -2.662 0.048
N 1.635 -0.715 -1.402 -0.143
C 2.977 -0.835 -1.167 0.011
N 3.723 -0.521 -2.198 0.000
C 3.818 1.815 -4.000 0.000
C 5.176 2.053 -4.170 0.000
C 5.753 3.227 -3.683 0.000
C 4.968 4.139 -2.994 0.000
C 3.602 3.895 -2.846 0.000
C 3.034 2.754 -3.367 0.001
C 2.826 4.811 -2.029 0.000
N 3.276 5.750 -1.270 0.000
N 2.170 6.266 -0.605 0.000
C 1.151 5.609 -1.038 0.000
O 1.490 4.671 -1.945 0.000
C -0.240 5.718 -0.626 0.001
C -0.540 6.319 0.593 0.000
C -1.855 6.351 1.024 0.000
C -2.864 5.810 0.233 0.000
C -2.569 5.271 -1.014 0.000
C -3.685 4.785 -1.915 0.001
N -3.214 3.872 -2.953 0.000
C -2.690 2.633 -2.850 -0.004
N -2.184 2.241 -4.002 0.000
C -2.415 3.315 -4.801 0.000
N -3.024 4.329 -4.210 0.000
C -1.250 5.215 -1.432 -0.001
H 2.377 0.535 -5.021 0.000
H 4.006 -0.139 -4.834 0.000
H 0.695 -0.101 -3.221 -0.003
H 3.389 -1.157 -0.226 0.037
H 5.793 1.306 -4.655 0.000
H 6.813 3.405 -3.804 0.000
H 5.393 5.032 -2.559 0.000
H 1.977 2.567 -3.215 -0.001
H 0.260 6.719 1.200 0.000
H -2.098 6.790 1.983 0.000
H -3.891 5.836 0.578 0.000
H -4.116 5.625 -2.461 0.000
H -4.480 4.320 -1.329 0.000
H -2.705 2.064 -1.935 0.003
H -2.137 3.352 -5.840 0.000
H -0.999 4.789 -2.395 0.000
O 1.256 -8.622 -3.336 0.030
C 0.806 -7.628 -2.840 0.011
S 1.727 -6.113 -2.698 0.044
C 0.501 -5.149 -1.912 0.263
C -0.726 -5.785 -1.660 0.010
S -2.082 -5.127 -0.966 0.469
S -0.812 -7.479 -2.163 -0.010
S 1.045 -3.557 -1.596 0.172
C 1.780 -0.126 2.957 -0.037
C 2.071 -1.600 2.678 -0.015
C 1.345 -2.405 3.780 -0.060
C 1.577 -2.086 1.322 -0.581
C 3.579 -1.880 2.725 -0.055
C 4.524 -0.861 2.642 0.000
C 5.887 -1.140 2.636 0.002
C 6.334 -2.447 2.712 -0.004
C 5.404 -3.476 2.790 0.006
C 4.049 -3.193 2.792 -0.010
H 0.710 0.024 3.087 0.011
H 2.121 0.516 2.147 0.004
H 2.276 0.190 3.877 -0.001
H 0.282 -2.156 3.781 0.009
H 1.764 -2.151 4.756 -0.003
H 1.434 -3.480 3.642 0.011
H 2.080 -3.040 1.107 0.071
H 4.209 0.171 2.580 -0.002
H 6.597 -0.325 2.570 0.000
H 7.394 -2.665 2.712 0.000
H 5.736 -4.505 2.843 0.000
H 3.346 -4.015 2.841 -0.003
```

***

Here is 5 unconnected molecules or ions with the total composition C19H35BrN5S from the Open Molecules 2025 dataset. Energies are from ωB97M-V/def2-TZVPD.

The spin multiplicity is 1. Its gap between HOMO and LUMO is 3.6623 eV. Its charge is -1.

The geometry in XYZ format:
```
61
Properties=species:S:1:pos:R:3:lowdin_charge:R:1
S -2.431 -0.465 2.838 0.548
C -3.232 1.176 2.411 -0.589
C -4.809 1.048 1.921 -0.300
C -5.717 0.194 3.009 -0.512
N -7.115 0.844 2.966 -0.678
Br -8.054 -0.040 1.573 0.214
H -2.483 -1.370 1.764 -0.149
H -3.258 1.838 3.397 0.084
H -2.669 1.789 1.566 0.008
H -4.937 0.700 0.811 0.088
H -5.238 2.161 1.962 0.100
H -5.733 -0.934 2.697 0.041
H -5.320 0.387 4.097 0.088
C 1.961 2.080 0.314 -0.107
C 1.585 0.640 -0.022 -0.287
C 0.513 0.543 -1.109 -0.182
C -0.756 1.239 -0.643 -0.125
N -1.808 1.817 -0.256 0.126
H 1.109 2.637 0.716 0.070
H 2.749 2.099 1.073 0.074
H 2.329 2.606 -0.574 0.046
H 1.235 0.143 0.891 0.113
H 2.482 0.107 -0.355 0.050
H 0.288 -0.507 -1.323 0.111
H 0.861 1.012 -2.036 0.107
C 1.936 4.964 -5.071 -0.118
C 1.439 5.180 -3.645 -0.273
C 2.564 5.529 -2.669 -0.193
C 3.575 4.394 -2.623 -0.171
N 4.413 3.453 -2.585 0.099
H 2.629 4.119 -5.134 0.068
H 1.096 4.746 -5.737 0.074
H 2.448 5.858 -5.447 0.076
H 0.923 4.272 -3.309 0.111
H 0.701 5.989 -3.644 0.112
H 2.155 5.686 -1.665 0.115
H 3.070 6.450 -2.978 0.114
C 6.557 -2.621 0.215 -0.117
C 6.040 -2.444 -1.209 -0.279
C 4.926 -1.400 -1.312 -0.189
C 3.744 -1.826 -0.457 -0.163
N 2.762 -2.178 0.252 0.144
H 5.774 -2.986 0.887 0.072
H 7.370 -3.354 0.236 0.071
H 6.940 -1.675 0.614 0.078
H 5.679 -3.411 -1.578 0.112
H 6.873 -2.144 -1.855 0.108
H 4.600 -1.301 -2.353 0.115
H 5.283 -0.422 -0.973 0.119
C -3.737 -4.802 0.633 -0.117
C -4.162 -5.425 1.958 -0.281
C -4.118 -4.433 3.123 -0.184
C -2.700 -3.919 3.306 -0.187
N -1.523 -3.492 3.457 0.097
H -2.698 -4.457 0.662 0.067
H -3.812 -5.538 -0.174 0.067
H -4.376 -3.949 0.377 0.082
H -3.511 -6.280 2.173 0.106
H -5.182 -5.814 1.858 0.107
H -4.445 -4.924 4.046 0.111
H -4.787 -3.587 2.933 0.112
```